Computed, not measured: 2 unconnected molecules or ions with the total composition C2H8NO at a distorted geometry, with wB97M-V/def2-TZVPD.

XYZ file:
```
12
Properties=species:S:1:pos:R:3:mulliken_charge:R:1
O -0.98440 2.37102 0.49353 -1.1003
N 0.02297 -1.19297 1.00610 -0.7202
C 0.91936 -1.00836 -1.29349 -1.0075
C 0.11793 -0.30520 -0.18026 -0.3550
H 0.66391 0.57821 0.12864 0.3605
H -0.88490 -1.65471 0.97000 0.2316
H 0.76421 -0.52218 -2.25758 0.3082
H 0.59797 -2.05601 -1.37619 0.2615
H -0.72968 3.29609 0.61661 0.1198
H 1.97829 -1.04057 -1.03569 0.2863
H -0.06782 -0.58419 1.81431 0.3116
H -0.85849 -0.03736 -0.57579 0.3037
```

As for the LUMO energy: 4.4 eV. The net charge is -1. Its electronic energy is -5740.5557 eV. The calculation puts the energy above the lowest of the compared OMol25 structures with the same formula, charge and spin at 14.25 kcal per mole. For the HOMO-LUMO gap, the calculation gives 6.6192 eV.

=====

Computed, not measured: 2 unconnected molecules or ions with the total composition C4H12, with wB97M-V/def2-TZVPD.

XYZ file:
```
16
Properties=species:S:1:pos:R:3:mulliken_charge:R:1
C -1.10687 1.13837 1.48750 -0.8140
C 0.57492 -1.86170 -0.39083 -0.6954
C 1.59929 -1.14995 -1.27328 -0.7841
C -1.05340 1.89444 0.15914 -0.8001
H -2.06927 0.63588 1.58733 0.2580
H 2.50453 -0.91088 -0.71313 0.2599
H 1.88091 -1.79357 -2.10572 0.2894
H -0.12994 -1.21010 0.11677 0.0624
H -1.00053 1.82904 2.32877 0.3235
H -0.07677 2.34216 -0.02842 0.2561
H -0.32148 0.38763 1.54275 0.2406
H -1.29102 1.22316 -0.66511 0.2481
H -1.77587 2.71350 0.17448 0.3217
H -0.01368 -2.58902 -0.94890 0.3130
H 1.21322 -0.21279 -1.67160 0.2378
H 1.06596 -2.43617 0.40026 0.2829
```

As for the LUMO energy: 1.2 eV. Its electronic energy is -4342.4511 eV. The calculation puts the energy above the lowest of the compared OMol25 structures with the same formula, charge and spin at 1.78 kcal per mole. For the HOMO-LUMO gap, the calculation gives 12.9568 eV.

=====

Computed, not measured: C3H5N3 in the gas phase, with wB97M-V/def2-TZVPD.

XYZ file:
```
11
Properties=species:S:1:pos:R:3:mulliken_charge:R:1
N 1.48524 -0.14538 -0.72735 -0.4658
N -0.08646 -0.99541 0.74696 0.1093
N -1.44344 -0.89527 1.17005 -0.5832
C -2.02799 0.12221 0.60921 -0.3951
C 0.31100 -0.03690 -0.05777 0.4682
C -0.75989 0.94022 -0.15734 -0.4562
H -0.74849 1.55238 -1.07118 0.3782
H 0.51386 -1.69845 1.15751 0.2463
H 1.75410 -1.06771 -1.04243 0.2370
H 1.76542 0.60796 -1.33318 0.2232
H -0.76335 1.61636 0.70553 0.2381
```

As for the LUMO energy: 0.3 eV. Its electronic energy is -7658.6394 eV. The calculation puts the energy above the lowest of the compared OMol25 structures with the same formula, charge and spin at 88.00 kcal per mole. For the HOMO-LUMO gap, the calculation gives 7.8055 eV.

=====

Computed, not measured: a gas-phase ion, C7H13N2 (charge +1) at a distorted geometry, with wB97M-V/def2-TZVPD.

XYZ file:
```
22
Properties=species:S:1:pos:R:3:mulliken_charge:R:1
N 0.34505 -1.21490 0.99038 -0.4530
N -1.45317 0.16091 -0.74683 0.0429
C 1.86365 0.77181 -0.49699 -0.5502
C 1.67609 -0.70101 -1.12865 -0.9075
C -2.47592 -0.39855 0.12920 -0.6941
C 0.86164 1.17572 0.64238 -0.4668
C 0.88170 -1.52590 -0.14190 -0.1646
C 0.03851 0.11041 1.24970 0.2614
C -0.63171 0.97821 0.29716 -1.1462
H 2.85024 0.69024 0.10842 0.2858
H -0.71704 -0.46488 -0.92080 0.2765
H 2.64909 -1.16953 -0.91227 0.3095
H 1.83824 1.73499 -1.01167 0.4035
H -0.25629 0.13125 2.26511 0.5410
H -2.59882 0.26156 1.10056 0.2795
H -1.72666 0.84664 -1.54120 0.3993
H 0.82127 2.11289 1.21866 0.4745
H -3.54421 -0.63952 -0.14868 0.3887
H -1.22104 1.75843 0.67498 0.5629
H 1.54101 -0.77159 -2.11608 0.4652
H 1.45228 -2.49159 -0.10475 0.3898
H -2.19391 -1.35559 0.59329 0.3020
```

As for the LUMO energy: -3.3 eV. The net charge is +1. Its electronic energy is -10438.7975 eV. The calculation puts the energy above the lowest of the compared OMol25 structures with the same formula, charge and spin at 124.53 kcal per mole. For the HOMO-LUMO gap, the calculation gives 10.4582 eV.